Record 1
{
  "formula": "C22H13BrF3N5OOsS",
  "method": "wB97M-V/def2-TZVPD",
  "mol_weight_g_mol": 722.6,
  "relative_energy_kj_mol": 0.0,
  "homo_ha": [-0.5015, -0.5346],
  "total_charge": 2,
  "e_lumo_ev": [-7.663, -8.076],
  "multiplicity": 5,
  "orbital_gap_ev": [6.0, 6.5],
  "elements": ["Os", "Br", "C", "C", "C", "C", "C", "C", "N", "N", "C", "C", "C", "C", "O", "C", "N", "C", "C", "C", "C", "H", "H", "H", "H", "H", "H", "H", "H", "H", "S", "C", "N", "F", "C", "F", "F", "C", "C", "C", "N", "C", "C", "H", "H", "H", "H"],
  "xyz": [[5.5628, 20.3085, 6.2754], [7.7995, 9.1698, 7.8888], [6.9185, 10.6441, 8.6306], [7.6979, 11.7914, 8.9674], [7.0727, 12.9305, 9.4791], [5.6518, 12.9073, 9.5949], [4.9046, 11.7276, 9.3158], [5.5338, 10.5992, 8.8375], [4.9602, 13.9800, 10.0113], [4.7793, 15.1429, 10.2794], [4.8740, 16.3047, 9.5916], [4.4186, 17.3804, 10.3919], [4.3545, 18.7052, 9.9158], [4.7558, 18.9363, 8.6062], [4.6138, 20.1108, 7.9842], [5.2258, 17.8475, 7.7846], [5.6467, 18.1862, 6.5199], [6.0197, 17.2629, 5.6835], [6.1010, 15.9280, 6.0671], [5.7323, 15.5743, 7.3401], [5.2950, 16.5345, 8.2343], [8.7704, 11.7554, 8.9085], [7.6667, 13.7838, 9.8055], [3.8345, 11.6609, 9.5645], [4.9877, 9.6959, 8.6230], [4.0360, 17.1542, 11.3808], [3.9507, 19.5259, 10.5029], [6.2511, 17.5780, 4.6733], [6.3980, 15.1730, 5.3148], [5.7664, 14.5179, 7.5941], [7.3267, 20.3625, 4.8066], [8.0170, 20.3254, 6.3862], [8.2362, 20.2794, 7.5365], [5.2966, 27.0223, 5.2881], [4.3965, 26.4929, 6.1137], [4.4321, 27.0980, 7.2704], [3.1950, 26.6410, 5.5594], [4.6700, 25.0099, 6.2096], [4.2050, 24.2177, 5.1430], [4.4694, 22.8926, 5.2733], [5.1606, 22.3532, 6.2721], [5.5535, 23.1331, 7.3130], [5.3670, 24.5016, 7.2773], [3.6504, 24.6008, 4.2969], [4.1419, 22.1701, 4.5443], [6.0808, 22.6349, 8.1050], [5.6979, 25.0999, 8.1120]],
  "lowdin_charge": [1.3298, 0.8690, -0.6559, -0.0790, 0.0123, -0.2463, 0.0225, -0.0902, 0.1812, 0.1797, -0.1658, 0.0774, 0.0601, -0.2708, -0.2211, -0.1281, -0.0659, -0.0998, 0.0179, 0.0406, -0.0681, 0.1098, 0.1304, 0.1408, 0.1181, 0.1384, 0.1416, 0.1139, 0.1459, 0.1153, 0.6083, -0.7872, 0.1152, 0.1884, -0.6356, 0.2085, 0.1709, -0.0504, 0.0681, -0.1162, -0.1619, -0.0504, 0.0576, 0.1489, 0.1178, 0.1198, 0.1443]
}

Record 2
{
  "formula": "C22H13ClIN3NiO4S",
  "method": "wB97M-V/def2-TZVPD",
  "mol_weight_g_mol": 636.5,
  "relative_energy_kj_mol": 0.0,
  "homo_ha": [-0.0285, -0.0326],
  "total_charge": -2,
  "e_lumo_ev": [3.903, 3.903],
  "multiplicity": 3,
  "orbital_gap_ev": [4.7, 4.8],
  "elements": ["Ni", "Cl", "C", "C", "C", "I", "C", "O", "C", "N", "C", "C", "C", "C", "H", "H", "H", "H", "O", "S", "O", "N", "C", "O", "C", "C", "C", "C", "C", "C", "H", "H", "H", "H", "N", "C", "C", "C", "C", "C", "C", "H", "H", "H", "H", "H"],
  "xyz": [[0.4046, 0.0319, 0.7434], [-1.0610, -5.7490, 4.2460], [-0.2536, -4.3598, 3.5423], [1.0871, -4.1853, 3.7440], [1.7707, -3.0910, 3.2052], [3.8129, -2.8788, 3.5569], [1.1360, -2.1118, 2.4212], [1.6917, -1.1054, 1.9042], [-0.2991, -2.3245, 2.2371], [-0.9173, -1.3715, 1.5108], [-2.2037, -1.4609, 1.2753], [-2.9743, -2.5282, 1.7574], [-2.3766, -3.5069, 2.5039], [-0.9945, -3.4287, 2.7764], [1.6315, -4.9112, 4.3339], [-2.6397, -0.6593, 0.6911], [-4.0323, -2.5665, 1.5333], [-2.9458, -4.3422, 2.8896], [2.8710, -2.6401, -4.6653], [1.5241, -2.2584, -4.3022], [0.4797, -2.7575, -5.1712], [1.2053, -2.5424, -2.7533], [1.0035, -1.4172, -2.0605], [0.7307, -1.3761, -0.8507], [1.1182, -0.1644, -2.9089], [0.9554, 1.1589, -2.5282], [1.1115, 2.1370, -3.5060], [1.4189, 1.8018, -4.8223], [1.5755, 0.4719, -5.1979], [1.4167, -0.4851, -4.2174], [0.6956, 1.4196, -1.5030], [0.9886, 3.1789, -3.2346], [1.5343, 2.5870, -5.5609], [1.8091, 0.1943, -6.2181], [-0.0029, 1.7420, 0.6251], [-0.4554, 2.9445, 0.9118], [-0.4431, 3.4948, 2.2402], [-0.9045, 4.7638, 2.5221], [-1.4191, 5.6009, 1.5272], [-1.4541, 5.0993, 0.2247], [-0.9993, 3.8320, -0.0809], [-0.0449, 2.8647, 3.0284], [-0.8638, 5.1178, 3.5496], [-1.7797, 6.5963, 1.7580], [-1.8541, 5.7173, -0.5760], [-1.0539, 3.4673, -1.1017]],
  "lowdin_charge": [0.5619, 0.6065, -0.6306, -0.2059, -0.6589, 0.8263, -0.4517, -0.1235, -0.1196, 0.0638, -0.1035, -0.0586, -0.0388, -0.1809, 0.0803, 0.1158, 0.0956, 0.0804, -0.3488, 0.5928, -0.3518, -0.0570, -0.4965, -0.0261, -0.1229, -0.0008, -0.0788, -0.1013, -0.0620, -0.2304, 0.0598, 0.0963, 0.0892, 0.1084, -0.1081, -0.4786, -0.0855, -0.1717, -0.1905, -0.1739, -0.0875, 0.0807, 0.0756, 0.0585, 0.0757, 0.0766]
}

Record 3
{
  "formula": "C22H13ClIN3NiO4S",
  "method": "wB97M-V/def2-TZVPD",
  "mol_weight_g_mol": 636.5,
  "relative_energy_kj_mol": 22.0,
  "homo_ha": [0.0304, -0.0409],
  "total_charge": -2,
  "e_lumo_ev": [4.188, 4.189],
  "multiplicity": 3,
  "orbital_gap_ev": [3.4, 5.3],
  "elements": ["Ni", "Cl", "C", "C", "C", "I", "C", "O", "C", "N", "C", "C", "C", "C", "H", "H", "H", "H", "O", "S", "O", "N", "C", "O", "C", "C", "C", "C", "C", "C", "H", "H", "H", "H", "N", "C", "C", "C", "C", "C", "C", "H", "H", "H", "H", "H"],
  "xyz": [[0.0586, 0.3791, 0.2579], [3.6542, -0.6047, 5.8818], [3.1285, -0.4759, 4.1970], [4.0977, -0.3739, 3.2246], [3.7103, -0.2652, 1.8923], [5.1781, -0.1316, 0.4075], [2.3621, -0.2382, 1.4872], [1.9759, -0.1416, 0.2536], [1.3936, -0.3646, 2.5350], [0.0775, -0.3709, 2.1072], [-0.8966, -0.5062, 3.0512], [-0.6313, -0.6065, 4.3898], [0.7006, -0.5915, 4.8629], [1.7485, -0.4799, 3.9010], [5.1436, -0.3763, 3.4994], [-1.9154, -0.5403, 2.6784], [-1.4600, -0.6998, 5.0832], [0.9301, -0.6592, 5.9156], [-3.2516, 5.6263, -0.1501], [-2.6426, 4.9103, -1.2447], [-2.5984, 5.6014, -2.5110], [-1.2302, 4.2769, -0.8563], [-1.2634, 2.9411, -0.8015], [-0.2757, 2.2250, -0.5762], [-2.6411, 2.3629, -1.1233], [-3.0779, 1.0399, -1.1572], [-4.3721, 0.8036, -1.6474], [-5.2161, 1.8473, -1.9969], [-4.8060, 3.1701, -1.8869], [-3.5105, 3.3759, -1.4581], [-1.2540, 0.0734, -1.0485], [-4.7089, -0.2184, -1.7555], [-6.2035, 1.6180, -2.3820], [-5.4599, 3.9982, -2.1255], [-2.2415, 0.0005, -0.7579], [-2.6357, -1.2577, -0.2949], [-1.7595, -2.3314, -0.4593], [-2.0855, -3.5826, 0.0342], [-3.2898, -3.7952, 0.6935], [-4.1475, -2.7216, 0.8813], [-3.8267, -1.4591, 0.4013], [-0.8038, -2.1596, -0.9398], [-1.3810, -4.3957, -0.0897], [-3.5430, -4.7752, 1.0770], [-5.0721, -2.8556, 1.4311], [-4.4850, -0.6223, 0.5928]],
  "lowdin_charge": [0.4111, 0.5578, -0.6259, -0.2438, -0.6720, 0.7562, -0.4678, -0.1983, -0.1657, -0.0072, -0.1904, -0.1473, -0.1089, -0.2180, 0.0686, 0.0792, 0.0731, 0.0447, -0.3355, 0.5867, -0.3408, -0.0547, -0.4766, -0.0128, -0.0554, -0.1725, -0.0327, -0.0888, -0.0608, -0.2259, 0.0925, 0.1051, 0.0951, 0.1101, 0.0782, -0.2575, -0.0270, -0.0911, -0.1216, -0.1056, -0.0513, 0.1101, 0.0984, 0.0865, 0.0932, 0.1096]
}

Record 4
{
  "formula": "C22H13F4N5O5Rb",
  "method": "wB97M-V/def2-TZVPD",
  "mol_weight_g_mol": 588.8,
  "relative_energy_kj_mol": 0.0,
  "homo_ha": [-0.2167, -0.2012],
  "total_charge": -1,
  "e_lumo_ev": [-0.394, 0.025],
  "orbital_gap_ev": [5.5, 5.5],
  "elements": ["Rb", "O", "C", "O", "C", "O", "C", "C", "O", "O", "H", "H", "H", "H", "H", "F", "C", "C", "F", "C", "C", "C", "F", "C", "C", "C", "N", "C", "N", "F", "C", "C", "N", "C", "N", "C", "C", "C", "C", "C", "C", "N", "H", "H", "H", "H", "H", "H", "H", "H"],
  "xyz": [[-0.9114, 0.2823, 0.2234], [1.4285, 2.6770, 4.0224], [0.9137, 1.8073, 3.1516], [0.8346, 1.9944, 1.9633], [0.4754, 0.5438, 3.8574], [-0.0243, -0.3511, 2.9194], [-0.2355, -1.6587, 3.4424], [-0.5133, -2.6914, 2.3202], [-0.6768, -3.8423, 2.7408], [-0.5378, -2.2586, 1.1409], [1.7586, 3.4836, 3.5784], [-0.2614, 0.8157, 4.6264], [1.3498, 0.1406, 4.3861], [-1.0820, -1.6549, 4.1372], [0.6534, -1.9870, 3.9922], [-1.4051, 3.3592, 0.0384], [-1.7031, 4.3661, 0.8763], [-0.6689, 5.0667, 1.4077], [0.5692, 4.7418, 1.0350], [-0.8584, 6.1658, 2.2897], [-2.2126, 6.5506, 2.4456], [-3.2476, 5.8665, 1.8817], [-4.4889, 6.2685, 2.1629], [-3.0657, 4.6994, 1.0936], [-4.1272, 3.9309, 0.5741], [-3.9041, 2.6169, 0.0941], [-3.7098, 1.5502, -0.2982], [-5.4795, 4.3683, 0.5408], [-6.5873, 4.6757, 0.4581], [-2.5001, 7.5816, 3.2424], [0.2162, 6.7701, 2.9780], [0.1245, 8.0120, 3.6592], [0.0977, 9.0140, 4.2287], [1.4365, 6.0644, 3.1426], [2.4093, 5.4542, 3.2588], [1.3983, -1.0497, -2.7190], [0.6762, 0.0741, -3.3650], [0.7600, 0.4876, -4.7506], [-0.0543, 1.5690, -4.8620], [-0.6037, 1.7875, -3.5392], [-1.5337, 2.8664, -3.1323], [-0.1509, 0.8716, -2.6688], [1.9781, -1.6231, -3.4396], [0.6989, -1.7190, -2.2128], [2.0758, -0.6670, -1.9513], [1.3565, 0.0119, -5.5131], [-0.2655, 2.1669, -5.7345], [-1.9125, 3.4117, -3.9947], [-1.0220, 3.5701, -2.4696], [-2.3689, 2.4560, -2.5609]],
  "lowdin_charge": [0.9417, 0.1122, -0.4900, 0.0494, -0.1450, -0.2196, -0.1242, -0.7237, -0.0309, -0.1951, 0.0700, 0.1465, 0.1432, 0.1271, 0.1233, 0.0482, -0.1423, -0.1540, 0.1127, -0.0483, -0.1486, -0.1470, 0.1142, -0.0470, -0.1621, -0.2062, 0.1306, -0.2126, 0.1527, 0.1153, -0.1624, -0.2149, 0.1510, -0.1851, 0.1697, -0.0150, -0.3134, -0.0293, -0.0284, -0.3065, -0.0155, 0.0569, 0.0778, 0.0917, 0.0935, 0.1017, 0.1021, 0.0801, 0.0855, 0.0702]
}

no.,DFT total energy (eV)
1,-124002.1153
2,-108188.5537
3,-108188.3258
4,-52238.7838